Formula: C63H115N2O34
Source: the Open Molecules 2025 dataset
Level of theory: ωB97M-V/def2-TZVPD

Each line ends with the Löwdin spin population.
Positions of all 214 atoms, in Å:
1 C -1.888 -13.644 8.350  0.0002
2 C -1.590 -15.072 8.690  0.0001
3 C -1.442 -15.979 7.426  0.0001
4 N -1.245 -17.424 7.757  0.0001
5 C 0.124 -17.671 8.459  0.0005
6 C 0.444 -19.152 8.744  0.0002
7 C 0.621 -19.715 7.408  0.0002
8 C -0.744 -19.681 6.593  0.0000
9 C -1.230 -18.229 6.411  0.0001
10 C -2.401 -17.991 8.577  0.0003
11 H -1.165 -13.150 7.700  0.0000
12 H -1.931 -13.025 9.246  0.0000
13 H -2.859 -13.626 7.855  0.0001
14 H -2.360 -15.443 9.366  -0.0003
15 H -0.651 -15.011 9.239  0.0002
16 H -0.523 -15.664 6.932  0.0000
17 H -2.243 -15.846 6.699  0.0000
18 H 0.926 -17.190 7.900  0.0001
19 H 0.126 -17.066 9.366  -0.0001
20 H 1.408 -19.248 9.244  0.0000
21 H -0.329 -19.710 9.272  0.0000
22 H 1.463 -19.256 6.890  0.0000
23 H 0.939 -20.747 7.557  0.0000
24 H -0.562 -20.151 5.627  0.0000
25 H -1.522 -20.373 6.915  0.0000
26 H -0.508 -17.714 5.777  0.0000
27 H -2.185 -18.099 5.902  0.0000
28 H -3.309 -17.789 8.008  0.0000
29 H -2.333 -17.488 9.541  0.0000
30 H -2.233 -19.058 8.724  0.0000
31 O -2.318 -10.392 9.247  0.0000
32 C -3.377 -9.940 8.913  0.0000
33 O -3.680 -8.657 8.760  0.0000
34 C -2.622 -7.683 8.836  0.0000
35 C -1.678 -7.650 7.540  0.0000
36 C -4.473 -10.858 8.493  0.0000
37 H -2.038 -7.860 9.740  0.0000
38 H -3.120 -6.713 8.827  0.0000
39 H -0.662 -7.305 7.734  0.0000
40 H -2.069 -7.177 6.639  0.0000
41 H -1.662 -8.683 7.191  0.0000
42 H -4.285 -11.785 9.034  0.0000
43 H -4.367 -11.140 7.446  0.0000
44 H -5.410 -10.376 8.774  0.0000
45 O -3.396 -21.518 8.035  0.0000
46 C -4.380 -21.651 8.769  0.0000
47 O -5.526 -22.257 8.385  0.0000
48 C -5.737 -22.667 7.020  0.0000
49 C -7.261 -22.941 6.723  0.0000
50 C -4.431 -21.064 10.154  0.0000
51 H -5.055 -23.489 6.805  0.0000
52 H -5.456 -21.863 6.340  0.0000
53 H -7.705 -23.737 7.320  0.0000
54 H -7.329 -23.016 5.638  0.0000
55 H -7.807 -22.017 6.914  0.0000
56 H -4.722 -21.837 10.866  0.0000
57 H -5.061 -20.188 10.308  0.0000
58 H -3.393 -20.860 10.418  0.0000
59 O 3.344 -16.945 5.999  0.0000
60 C 3.791 -16.221 5.113  0.0000
61 O 3.240 -15.090 4.582  0.0000
62 C 2.088 -14.626 5.226  0.0000
63 C 2.126 -13.100 5.007  0.0000
64 C 5.145 -16.583 4.471  0.0000
65 H 2.185 -14.775 6.301  0.0000
66 H 1.200 -15.088 4.795  0.0000
67 H 2.062 -12.856 3.946  0.0000
68 H 3.117 -12.776 5.326  0.0000
69 H 1.364 -12.502 5.506  0.0000
70 H 5.713 -15.653 4.441  0.0000
71 H 5.044 -16.864 3.423  0.0000
72 H 5.727 -17.294 5.057  0.0000
73 O -7.435 -19.455 6.357  0.0000
74 C -7.279 -18.729 7.322  0.0000
75 O -8.245 -18.140 8.016  0.0000
76 C -9.620 -18.375 7.705  0.0000
77 C -10.345 -17.739 8.892  0.0000
78 C -5.924 -18.557 7.916  0.0000
79 H -9.821 -19.445 7.656  0.0000
80 H -10.009 -17.959 6.775  0.0000
81 H -10.400 -16.678 8.651  0.0000
82 H -9.827 -17.951 9.827  0.0000
83 H -11.346 -18.167 8.954  0.0000
84 H -5.275 -19.370 7.590  0.0000
85 H -5.963 -18.801 8.978  0.0000
86 H -5.518 -17.558 7.759  0.0000
87 O -1.158 -16.499 11.637  0.7592
88 C -0.716 -17.429 12.312  0.0770
89 O -1.409 -18.310 12.959  0.0441
90 C -2.828 -18.354 12.880  0.0042
91 C -3.371 -19.655 13.469  0.0027
92 C 0.785 -17.646 12.375  0.0791
93 H -3.149 -18.304 11.839  0.0017
94 H -3.334 -17.481 13.294  0.0009
95 H -4.405 -19.795 13.154  0.0013
96 H -3.178 -19.602 14.541  0.0001
97 H -2.732 -20.469 13.127  0.0004
98 H 1.266 -17.171 11.520  0.0000
99 H 1.037 -18.707 12.378  0.0148
100 H 1.267 -17.241 13.265  0.0032
101 O -4.407 -22.238 1.853  0.0000
102 C -5.365 -22.341 2.647  0.0000
103 O -5.967 -21.293 3.253  0.0000
104 C -5.535 -19.914 3.130  0.0000
105 C -4.355 -19.726 4.115  0.0000
106 C -5.908 -23.690 3.036  0.0000
107 H -6.289 -19.156 3.341  0.0000
108 H -5.322 -19.720 2.079  0.0000
109 H -4.245 -18.667 4.349  0.0000
110 H -3.398 -20.200 3.895  0.0000
111 H -4.587 -20.178 5.079  0.0000
112 H -5.805 -23.832 4.111  0.0000
113 H -5.227 -24.390 2.553  0.0000
114 H -6.944 -23.690 2.697  0.0000
115 O -2.698 -15.833 4.111  0.0000
116 C -2.366 -14.946 3.348  0.0000
117 O -2.063 -13.646 3.656  0.0000
118 C -2.558 -13.059 4.840  0.0000
119 C -1.916 -11.666 5.128  0.0000
120 C -2.128 -15.266 1.896  0.0000
121 H -2.384 -13.811 5.609  0.0000
122 H -3.647 -13.074 4.793  0.0000
123 H -2.170 -11.250 6.103  0.0000
124 H -2.243 -10.926 4.397  0.0000
125 H -0.833 -11.777 5.073  0.0000
126 H -1.330 -14.656 1.472  0.0000
127 H -3.039 -15.211 1.300  0.0000
128 H -1.795 -16.303 1.924  0.0000
129 O -0.052 -25.714 9.684  0.0000
130 C 1.020 -25.797 9.072  0.0000
131 O 1.960 -24.799 8.818  0.0000
132 C 1.849 -23.475 9.294  0.0000
133 C 3.160 -22.776 8.977  0.0000
134 C 1.459 -27.127 8.456  0.0000
135 H 1.762 -23.539 10.379  0.0000
136 H 0.924 -22.958 9.037  0.0000
137 H 3.210 -21.969 9.708  0.0000
138 H 3.176 -22.303 7.995  0.0000
139 H 4.034 -23.407 9.138  0.0000
140 H 1.916 -27.012 7.473  0.0000
141 H 0.575 -27.756 8.357  0.0000
142 H 2.186 -27.674 9.058  0.0000
143 C 5.864 -21.657 3.803  0.0000
144 C 5.026 -20.715 4.719  0.0000
145 C 3.793 -20.047 3.929  0.0000
146 C 4.160 -19.467 2.623  0.0000
147 N 4.467 -19.059 1.591  0.0000
148 H 6.136 -21.026 2.957  0.0000
149 H 5.278 -22.514 3.470  0.0000
150 H 6.743 -22.049 4.316  0.0000
151 H 5.636 -19.895 5.098  0.0000
152 H 4.724 -21.285 5.598  0.0000
153 H 3.381 -19.282 4.587  0.0000
154 H 3.053 -20.789 3.629  0.0000
155 C -3.792 -14.171 13.342  0.0002
156 C -3.954 -13.303 12.112  0.0000
157 O -4.033 -14.140 11.030  -0.0001
158 C -4.409 -15.337 11.476  0.0013
159 O -4.710 -16.290 10.809  0.0020
160 O -4.396 -15.327 12.796  0.0002
161 H -4.372 -13.686 14.128  0.0000
162 H -2.751 -14.378 13.590  0.0001
163 H -3.037 -12.722 12.024  0.0000
164 H -4.817 -12.639 12.145  0.0000
165 C 5.106 -18.787 8.085  0.0000
166 C 5.184 -17.533 8.850  0.0000
167 O 4.484 -17.778 10.038  0.0000
168 C 4.160 -19.005 10.077  0.0001
169 O 3.482 -19.529 10.980  0.0019
170 O 4.808 -19.708 9.118  0.0001
171 H 6.037 -19.148 7.649  0.0000
172 H 4.380 -18.769 7.272  0.0000
173 H 4.662 -16.764 8.281  0.0000
174 H 6.168 -17.206 9.185  0.0000
175 C 0.733 -10.750 10.270  0.0000
176 C 0.143 -10.149 11.533  0.0001
177 O -0.154 -11.256 12.301  0.0002
178 C -0.093 -12.384 11.594  0.0002
179 O -0.316 -13.471 12.063  0.0029
180 O 0.493 -12.121 10.375  0.0000
181 H 1.761 -10.400 10.178  0.0000
182 H 0.230 -10.336 9.395  0.0000
183 H -0.737 -9.558 11.281  0.0000
184 H 0.868 -9.554 12.089  0.0000
185 C -1.154 -19.663 1.740  0.0000
186 C -0.067 -20.717 1.788  0.0000
187 O 0.774 -20.230 2.798  0.0000
188 C 0.542 -18.949 2.989  0.0000
189 O 1.216 -18.176 3.648  0.0000
190 O -0.614 -18.600 2.425  0.0000
191 H -2.029 -20.064 2.251  0.0000
192 H -1.395 -19.424 0.704  0.0000
193 H 0.415 -20.850 0.819  0.0000
194 H -0.595 -21.607 2.128  0.0000
195 C -0.534 -24.607 12.830  0.0000
196 C -1.986 -24.148 12.833  0.0000
197 O -1.932 -22.811 12.414  0.0000
198 C -0.742 -22.558 11.854  0.0000
199 O -0.551 -21.716 11.039  0.0000
200 O 0.043 -23.568 12.086  0.0000
201 H -0.385 -25.527 12.264  0.0000
202 H -0.173 -24.773 13.845  0.0000
203 H -2.329 -24.209 13.866  0.0000
204 H -2.602 -24.838 12.258  0.0000
205 C -2.005 -23.361 4.795  0.0000
206 C -1.514 -24.550 5.587  0.0000
207 O -0.134 -24.363 5.627  0.0000
208 C 0.256 -23.196 5.039  0.0000
209 O 1.453 -22.875 4.966  0.0000
210 O -0.840 -22.569 4.639  0.0000
211 H -2.712 -22.729 5.333  0.0000
212 H -2.371 -23.734 3.839  0.0000
213 H -1.643 -25.513 5.094  0.0000
214 H -2.041 -24.613 6.540  0.0000

## Properties
total charge: +2
E_tot: -5136.633119 Eh
spin multiplicity: 2
HOMO energy (spin up / spin down): -13.224 / -13.224 eV
HOMO-LUMO gap (spin up / spin down): 8.033 / 2.762 eV
maximum force: 5.988 eV Å⁻¹